# 1
7
Properties=species:S:1:pos:R:3:mulliken_charge:R:1 method="wB97M-V/def2-TZVPD" total_charge=-1 relative_energy_kcal_mol=53.7 energy_ha=-476.91075 orbital_gap_ev=9.0 e_homo_ev=-5.0 e_lumo_ev=4.02 fmax_ha_per_bohr=0.110
C -1.184 0.292 -0.023 0.564
C 0.264 -0.402 0.291 0.532
O -1.947 0.786 0.796 -0.635
O -1.152 0.196 -1.255 -0.573
O 1.600 -0.228 0.067 -0.214
O 2.751 0.752 -0.079 -0.514
F -0.016 -1.663 0.154 -0.160

=====

# 2
63
Properties=species:S:1:pos:R:3:mulliken_charge:R:1 method="wB97M-V/def2-TZVPD" relative_energy_kcal_mol=41.4 energy_ha=-1758.64901 smiles="CCC(=O)c1ccc(OC[C@@H](O)CN2CCN(S(=O)(=O)N3CCCCC3)CC2)cc1" orbital_gap_ev=9.2 e_homo_ev=-8.6 e_lumo_ev=0.62 fmax_ha_per_bohr=0.019
C -8.108 -1.400 1.462 -1.085
C -7.026 -2.450 1.208 -0.545
C -6.416 -2.266 -0.168 0.492
O -6.607 -3.077 -1.050 -0.612
C -5.618 -1.043 -0.405 0.434
C -5.384 -0.667 -1.732 -0.676
C -4.658 0.460 -2.032 -0.602
C -4.123 1.248 -1.007 0.681
C -4.331 0.872 0.317 -0.338
C -5.074 -0.257 0.607 -0.700
H -5.200 -0.528 1.644 0.274
H -3.893 1.438 1.122 0.379
O -3.427 2.339 -1.421 -0.480
C -2.892 3.260 -0.498 -1.145
H -3.612 3.493 0.295 0.439
H -2.718 4.159 -1.095 0.500
C -1.561 2.841 0.164 0.484
O -1.809 2.195 1.389 -0.625
H -1.063 1.587 1.522 0.427
C -0.727 1.925 -0.746 -1.115
N 0.332 1.315 0.043 0.404
C 0.760 0.027 -0.487 -0.786
C 1.757 -0.620 0.476 -1.211
N 2.880 0.245 0.769 0.098
S 4.071 0.226 -0.408 1.272
O 3.533 0.215 -1.736 -0.758
O 4.992 1.271 -0.074 -0.767
N 4.655 -1.298 -0.095 0.149
C 5.274 -1.979 -1.217 -1.066
C 6.709 -1.507 -1.445 -0.396
C 7.522 -1.698 -0.167 -0.765
C 6.858 -0.933 0.977 -0.494
C 5.409 -1.391 1.140 -0.975
H 4.884 -0.771 1.867 0.371
H 5.373 -2.436 1.467 0.502
H 7.397 -1.096 1.912 0.392
H 6.859 0.133 0.751 0.264
H 8.542 -1.341 -0.313 0.374
H 7.567 -2.762 0.080 0.302
H 7.151 -2.066 -2.272 0.381
H 6.687 -0.448 -1.711 0.297
H 4.651 -1.773 -2.087 0.410
H 5.253 -3.053 -1.003 0.431
C 2.460 1.563 1.198 -1.337
C 1.487 2.188 0.201 -0.482
H 2.012 2.335 -0.759 0.336
H 1.155 3.158 0.575 0.490
H 1.982 1.460 2.178 0.353
H 3.359 2.172 1.289 0.513
H 1.263 -0.853 1.425 0.434
H 2.163 -1.534 0.043 0.455
H 1.239 0.135 -1.471 0.333
H -0.116 -0.620 -0.584 0.604
H -0.351 2.490 -1.610 0.217
H -1.374 1.126 -1.115 0.548
H -1.006 3.772 0.368 0.369
H -4.484 0.760 -3.054 0.432
H -5.797 -1.281 -2.518 0.450
H -6.251 -2.385 1.973 0.307
H -7.468 -3.447 1.247 0.371
H -8.555 -1.551 2.442 0.331
H -8.891 -1.481 0.711 0.317
H -7.695 -0.395 1.417 0.342

=====

# 3
18
Properties=species:S:1:pos:R:3:mulliken_charge:R:1 method="wB97M-V/def2-TZVPD" relative_energy_kcal_mol=53.0 energy_ha=-632.94257 smiles=CCO.CSC orbital_gap_ev=9.0 e_homo_ev=-8.2 e_lumo_ev=0.84 fmax_ha_per_bohr=0.079
C -0.678 -0.770 0.307 -0.768
S -1.682 0.711 -0.071 -0.146
C -2.248 0.476 -1.890 -0.814
H -1.555 -1.309 0.446 0.504
H -0.066 -1.039 -0.658 0.181
H -0.129 -0.511 1.173 0.162
H -1.325 0.235 -2.436 0.225
H -2.593 1.362 -2.408 0.340
H -2.993 -0.317 -2.053 0.285
C 2.408 -0.218 0.949 -0.326
O 1.927 -1.580 0.963 -0.529
C 1.678 0.820 0.019 -0.845
H 3.556 -0.191 0.775 0.367
H 2.254 0.159 1.915 0.287
H 2.648 -2.238 1.021 0.292
H 1.532 0.453 -1.026 0.210
H 2.377 1.659 -0.197 0.365
H 0.819 1.158 0.569 0.209

=====

# 4
2
Properties=species:S:1:pos:R:3:mulliken_spin:R:1 method="wB97M-V/def2-TZVPD" total_charge=+2 multiplicity=5 relative_energy_kcal_mol=7.3 energy_ha=-1679.53133 orbital_gap_ev="11.3 / 5.9" e_homo_ev="-23.2 / -21.3" e_lumo_ev="-11.86 / -15.38" fmax_ha_per_bohr=0.015
Co 1.275 -0.084 0.683 2.230
I -1.275 0.084 -0.683 1.770

=====

# 5
42
Properties=species:S:1:pos:R:3:mulliken_charge:R:1 method="wB97M-V/def2-TZVPD" relative_energy_kcal_mol=0.0 energy_ha=-1645.62222 smiles="CC(=O)[C@@H](C(=O)OCc1ccccc1)C1=C(Cl)C(=O)c2ccccc2C1=O" orbital_gap_ev=7.7 e_homo_ev=-9.6 e_lumo_ev=-1.80 fmax_ha_per_bohr=0.069
O -0.675 -1.188 2.899 -0.676
O 0.723 -0.838 -2.178 -0.671
O -2.288 1.985 -2.689 -0.646
O -4.382 -0.235 -1.563 -0.534
Cl -3.005 -0.535 1.313 -0.110
O -2.259 1.987 -0.402 -0.203
C -0.413 -1.209 1.711 0.458
C 0.388 -0.909 -1.010 0.720
C -2.195 1.389 -1.624 0.077
C -3.324 -0.799 -1.768 0.303
C -1.382 -0.793 0.720 0.578
C -0.997 -0.585 -0.611 -0.331
C 2.399 1.740 1.320 -0.487
C 3.125 -2.535 1.892 -0.421
C 3.535 -2.403 0.565 -0.681
C 1.262 1.746 2.138 -0.543
C 2.279 2.139 -0.016 -0.690
C 1.808 -2.182 2.235 -0.833
C 2.661 -1.847 -0.346 -0.578
C 0.062 2.244 1.628 -0.285
C 1.061 2.553 -0.538 -0.423
C 0.920 -1.594 1.318 0.851
C 1.333 -1.463 -0.009 0.440
C -0.063 2.603 0.280 0.973
C -3.389 -2.232 -2.272 -1.367
C -1.981 -0.091 -1.702 0.071
C -1.345 3.111 -0.271 -1.262
H 3.342 1.466 1.765 0.454
H 3.785 -2.954 2.656 0.425
H 4.517 -2.719 0.249 0.427
H 1.313 1.398 3.156 0.426
H 3.145 2.175 -0.664 0.389
H 1.564 -2.295 3.287 0.430
H 2.948 -1.674 -1.394 0.453
H -0.810 2.279 2.267 0.410
H 1.071 2.833 -1.571 0.397
H -2.505 -2.775 -1.946 0.325
H -4.324 -2.748 -1.974 0.360
H -3.374 -2.243 -3.381 0.332
H -1.551 -0.267 -2.695 0.646
H -1.181 3.647 -1.244 0.402
H -1.795 3.818 0.468 0.392

=====

# 6
71
Properties=species:S:1:pos:R:3:mulliken_charge:R:1 method="wB97M-V/def2-TZVPD" total_charge=-1 energy_ha=-5525.48566 orbital_gap_ev=7.0 e_homo_ev=-5.0 e_lumo_ev=2.03 fmax_ha_per_bohr=0.003
Sn 1.676 -1.878 -0.213 0.111
S 2.573 -2.119 2.227 -0.379
C 3.795 -0.991 1.757 0.847
S 3.913 -0.582 0.074 -0.460
C 4.628 -0.399 2.689 0.208
C 5.614 0.557 2.304 -0.023
N 6.420 1.329 2.012 -0.589
C 4.512 -0.687 4.080 -0.067
N 4.422 -0.896 5.211 -0.591
Br -3.429 -5.230 -2.181 -0.219
C -2.217 -6.582 -2.723 0.330
C -2.756 -7.721 -3.310 -0.444
C -1.922 -8.745 -3.724 -0.438
C -0.550 -8.629 -3.549 -0.592
C -0.022 -7.491 -2.963 -0.383
C -0.846 -6.448 -2.543 -0.078
I 0.062 -4.764 -1.692 0.198
H -3.828 -7.794 -3.438 0.381
H -2.346 -9.629 -4.182 0.348
H 0.112 -9.424 -3.868 0.351
H 1.048 -7.399 -2.828 0.358
N 0.420 -0.328 -0.023 -0.909
P -0.193 1.018 0.356 -0.342
N 0.164 1.609 1.879 0.816
C 1.468 1.313 2.468 0.198
C 2.227 2.586 2.813 -0.309
C 1.397 3.463 3.744 -0.945
C 0.027 3.743 3.130 -0.533
C -0.672 2.446 2.724 -0.812
N -1.876 1.101 0.385 0.393
C -2.607 1.193 -0.877 -0.605
C -2.835 -0.168 -1.531 -0.597
C -3.561 -1.100 -0.565 -0.592
C -2.806 -1.185 0.758 -0.421
C -2.550 0.207 1.334 -0.945
N 0.186 2.188 -0.783 0.803
C 1.266 1.928 -1.750 -0.089
C 1.892 3.234 -2.216 -1.012
C 0.840 4.177 -2.796 -0.650
C -0.365 4.332 -1.840 -0.881
C -0.144 3.582 -0.530 -0.510
H 2.033 0.711 1.764 -0.995
H 1.332 0.704 3.373 0.334
H 2.451 3.126 1.886 0.166
H 3.185 2.322 3.269 0.311
H 1.915 4.399 3.968 0.434
H 1.265 2.940 4.699 0.296
H 0.144 4.380 2.249 0.162
H -0.611 4.282 3.837 0.409
H -1.609 2.656 2.211 0.402
H -0.920 1.888 3.642 0.538
H -2.062 1.859 -1.546 0.200
H -3.579 1.660 -0.664 0.377
H -1.865 -0.595 -1.798 0.287
H -3.411 -0.041 -2.452 0.402
H -3.677 -2.095 -1.002 0.138
H -4.573 -0.712 -0.384 0.316
H -1.841 -1.671 0.599 0.159
H -3.365 -1.781 1.486 0.406
H -1.949 0.133 2.239 0.473
H -3.505 0.673 1.614 0.391
H 0.867 1.385 -2.616 0.257
H 2.027 1.293 -1.297 -0.052
H 2.660 3.011 -2.959 0.446
H 2.409 3.708 -1.376 0.255
H 0.500 3.775 -3.754 0.331
H 1.289 5.149 -3.013 0.340
H -1.270 3.942 -2.310 0.250
H -0.556 5.384 -1.618 0.422
H -1.056 3.615 0.069 0.367
H 0.635 4.082 0.062 0.248